{
  "formula": "C36H34BrF3N8O2Re",
  "method": "ωB97M-V/def2-TZVPD",
  "elements": ["Re", "Br", "C", "C", "C", "C", "O", "C", "C", "N", "C", "C", "C", "C", "C", "C", "C", "C", "N", "C", "C", "H", "H", "H", "H", "H", "H", "H", "H", "H", "H", "N", "C", "N", "C", "N", "C", "N", "C", "C", "O", "H", "H", "H", "H", "H", "H", "H", "F", "C", "F", "F", "C", "C", "C", "N", "C", "C", "H", "H", "H", "H", "C", "N", "C", "C", "C", "C", "C", "C", "C", "C", "H", "H", "H", "H", "H", "H", "H", "H", "H", "H", "H", "H", "H"],
  "xyz": [[0.073, -0.194, 0.211], [-7.421, -0.996, 0.656], [-5.584, -0.521, 0.767], [-5.208, 0.645, 1.446], [-3.885, 0.976, 1.551], [-2.863, 0.174, 0.986], [-1.640, 0.559, 1.149], [-3.253, -1.008, 0.274], [-2.351, -1.876, -0.406], [-1.051, -1.796, -0.462], [-0.332, -2.693, -1.278], [-0.829, -3.830, -1.888], [-0.021, -4.609, -2.726], [1.291, -4.282, -2.946], [1.861, -3.167, -2.296], [3.226, -2.829, -2.402], [3.710, -1.773, -1.673], [2.834, -1.029, -0.879], [1.541, -1.284, -0.798], [1.042, -2.364, -1.463], [-4.624, -1.319, 0.185], [-5.964, 1.277, 1.883], [-3.584, 1.886, 2.048], [-2.850, -2.666, -0.963], [-1.842, -4.163, -1.726], [-0.452, -5.479, -3.197], [1.911, -4.882, -3.595], [3.868, -3.421, -3.039], [4.752, -1.501, -1.702], [3.189, -0.184, -0.305], [-4.927, -2.205, -0.350], [1.859, 5.150, 3.145], [1.928, 4.393, 2.282], [1.986, 3.530, 1.328], [1.500, 2.451, 1.005], [1.110, 1.401, 0.613], [3.478, 2.226, -2.153], [3.357, 1.351, -3.298], [4.395, 1.462, -4.295], [2.281, 0.596, -3.479], [1.339, 0.489, -2.707], [3.558, 3.264, -2.477], [4.373, 1.973, -1.583], [2.594, 2.107, -1.531], [4.291, 2.389, -4.863], [4.344, 0.623, -4.986], [5.370, 1.467, -3.810], [2.318, 0.019, -4.419], [-5.145, 2.379, -3.748], [-3.977, 3.015, -3.942], [-3.700, 2.943, -5.245], [-4.165, 4.295, -3.627], [-2.895, 2.367, -3.105], [-2.371, 3.001, -1.987], [-1.438, 2.311, -1.231], [-1.048, 1.075, -1.515], [-1.513, 0.495, -2.611], [-2.439, 1.100, -3.444], [-2.683, 3.995, -1.708], [-0.996, 2.765, -0.353], [-1.128, -0.487, -2.843], [-2.799, 0.597, -4.327], [-1.299, -0.532, 4.458], [-0.603, 0.752, 4.651], [-0.020, 0.844, 6.000], [0.386, 1.019, 3.542], [1.203, -0.204, 3.197], [2.213, -0.576, 4.081], [2.872, -1.785, 3.949], [2.476, -2.655, 2.950], [1.543, -2.244, 2.012], [0.937, -0.986, 2.055], [-2.128, -0.622, 5.158], [-0.599, -1.348, 4.622], [-1.674, -0.600, 3.439], [-1.303, 1.496, 4.580], [0.722, 0.061, 6.132], [-0.796, 0.719, 6.754], [0.450, 1.815, 6.144], [1.029, 1.839, 3.867], [-0.203, 1.330, 2.679], [2.507, 0.104, 4.868], [3.671, -2.043, 4.624], [2.922, -3.633, 2.867], [1.292, -2.937, 1.220]],
  "mulliken_spin": [0.86, 0.00, -0.01, 0.00, -0.01, 0.02, 0.06, 0.01, -0.03, -0.01, -0.01, 0.00, 0.00, 0.00, 0.00, 0.00, -0.01, -0.02, -0.05, 0.02, 0.01, 0.00, 0.00, 0.00, 0.00, 0.00, 0.00, 0.00, 0.00, 0.01, 0.00, 0.03, -0.01, 0.06, 0.05, -0.01, 0.00, 0.00, 0.00, 0.00, 0.01, 0.00, 0.00, 0.00, 0.00, 0.00, 0.00, 0.00, 0.00, 0.00, 0.00, 0.00, 0.00, 0.00, 0.00, 0.01, 0.00, 0.00, 0.00, 0.01, 0.00, 0.00, 0.00, 0.00, 0.00, 0.00, -0.01, 0.00, 0.00, 0.00, 0.03, -0.02, 0.00, 0.00, 0.00, 0.00, 0.00, 0.00, 0.00, 0.00, 0.00, 0.00, 0.00, 0.00, 0.00],
  "energy_ev": -134210.9511,
  "e_above_lowest_kcal_mol": 27.3,
  "homo_ev": [-13.2, -13.3],
  "total_charge": 2,
  "multiplicity": 2,
  "s2": 0.762,
  "lumo_ev": [-7.686, -7.260]
}